[1]
{"formula": "C38H41BInN9O7S", "method": "ωB97M-V/def2-TZVPD", "fmax_ha_per_bohr": 0.008, "total_charge": -2, "e_homo_ev": -2.61, "relative_energy_kcal_mol": 106.3, "gap_ev": 6.804, "lumo_ev": 4.19, "symbols": ["In", "O", "C", "C", "C", "C", "C", "C", "C", "O", "N", "N", "C", "C", "C", "C", "C", "C", "C", "O", "H", "H", "H", "H", "H", "H", "H", "H", "H", "H", "C", "C", "C", "C", "C", "N", "N", "B", "N", "N", "C", "C", "C", "C", "C", "N", "N", "C", "C", "C", "C", "C", "H", "H", "H", "H", "H", "H", "H", "H", "H", "H", "H", "H", "H", "H", "H", "H", "H", "H", "H", "H", "H", "H", "C", "C", "C", "C", "C", "C", "C", "S", "O", "O", "N", "C", "C", "O", "O", "H", "H", "H", "H", "H", "H", "H", "H", "H"], "positions_angstrom": [[-1.46, 0.89, 0.05], [0.68, -1.04, 4.52], [-0.17, -2.09, 4.55], [0.23, -3.23, 5.24], [-0.58, -4.35, 5.29], [-1.82, -4.35, 4.65], [-2.21, -3.21, 3.96], [-1.42, -2.07, 3.91], [-1.93, -0.88, 3.14], [-3.05, -0.91, 2.60], [-1.08, 0.15, 3.15], [-1.49, 1.18, 2.30], [-1.63, 2.32, 2.84], [-2.19, 3.51, 2.21], [-2.15, 4.70, 2.93], [-2.81, 5.84, 2.51], [-3.58, 5.76, 1.36], [-3.66, 4.60, 0.63], [-2.93, 3.44, 0.99], [-3.00, 2.37, 0.25], [0.22, -0.34, 3.95], [1.20, -3.22, 5.73], [-0.25, -5.23, 5.83], [-2.45, -5.22, 4.67], [-3.16, -3.16, 3.44], [-1.40, 2.40, 3.90], [-1.57, 4.71, 3.86], [-2.74, 6.76, 3.08], [-4.14, 6.63, 1.02], [-4.28, 4.54, -0.26], [-1.64, 4.16, -2.07], [-1.40, 2.92, -2.87], [-1.14, 2.79, -4.24], [-0.95, 1.44, -4.45], [-0.61, 0.71, -5.72], [-1.11, 0.82, -3.27], [-1.38, 1.72, -2.30], [-0.78, -0.66, -2.89], [-2.03, -1.19, -2.11], [-2.73, -0.45, -1.22], [-3.82, -1.12, -0.87], [-4.77, -0.60, 0.15], [-3.86, -2.33, -1.58], [-2.70, -2.34, -2.35], [-2.20, -3.40, -3.26], [0.56, -0.72, -2.15], [1.47, -0.34, 0.03], [2.82, -0.83, -0.30], [3.15, -1.32, 2.21], [2.81, -1.39, -1.70], [1.71, -1.39, -2.48], [1.71, -2.20, -3.74], [-1.45, 5.04, -2.68], [-2.66, 4.19, -1.72], [-0.99, 4.19, -1.20], [-1.08, 3.58, -4.98], [-0.48, 1.44, -6.52], [0.31, 0.14, -5.62], [-1.40, 0.02, -6.00], [-0.70, -1.30, -3.90], [-4.64, 0.48, 0.28], [-5.80, -0.79, -0.17], [-4.59, -1.06, 1.12], [-4.60, -3.10, -1.52], [-2.87, -4.27, -3.21], [-2.15, -3.06, -4.30], [-1.20, -3.72, -2.96], [2.28, -1.87, 2.58], [3.99, -1.56, 2.85], [2.90, -0.26, 2.29], [3.68, -1.93, -2.05], [2.69, -2.66, -3.87], [0.97, -3.00, -3.69], [1.48, -1.60, -4.62], [7.32, -0.35, 1.61], [6.04, -0.87, 1.02], [5.73, -2.18, 1.07], [4.45, -2.53, 0.45], [3.41, -1.74, 0.78], [3.96, 0.25, -0.17], [5.20, 0.17, 0.36], [0.50, -1.61, 0.94], [-0.86, -1.19, 0.43], [0.89, -2.89, 0.35], [0.72, 0.19, -1.07], [1.29, 1.46, -1.55], [1.03, 2.61, -0.57], [1.81, 3.56, -0.58], [-0.04, 2.52, 0.13], [7.95, -1.17, 1.97], [7.12, 0.32, 2.45], [7.89, 0.23, 0.88], [6.46, -2.90, 1.44], [4.49, -2.95, -0.55], [3.76, 1.22, -0.61], [5.76, 1.10, 0.27], [0.78, 1.71, -2.47], [2.34, 1.38, -1.81]], "mulliken_charge": [2.12, -0.73, 0.52, -0.65, -0.30, -0.78, -0.57, 0.57, 0.21, -0.90, -0.88, 0.27, -0.50, 0.32, -0.69, -0.77, -0.54, -0.19, 0.49, -0.77, 0.61, 0.40, 0.34, 0.38, 0.43, 0.37, 0.36, 0.38, 0.35, 0.46, -1.17, 0.78, -1.83, 1.28, -1.31, 0.43, 0.53, -1.48, 0.79, -0.10, 0.79, -1.32, -1.69, 1.15, -1.36, -0.10, -0.41, 2.46, -1.49, -2.06, 1.42, -1.46, 0.35, 0.07, 0.23, 0.42, 0.39, 0.14, 0.21, -0.17, 0.13, 0.48, 0.10, 0.44, 0.40, 0.20, 0.18, 0.31, 0.56, 0.20, 0.34, 0.51, 0.12, 0.12, -1.77, 1.46, -1.12, -1.02, 1.02, -0.77, -1.01, 0.81, -0.75, -0.74, 0.56, -0.42, 0.13, -0.87, -0.52, 0.39, 0.29, 0.34, 0.26, 0.36, 0.12, 0.35, 0.41, 0.57]}



[2]
{"formula": "C38H41BInN9O7S", "method": "ωB97M-V/def2-TZVPD", "fmax_ha_per_bohr": 0.023, "total_charge": -2, "e_homo_ev": -2.38, "relative_energy_kcal_mol": 106.8, "gap_ev": 6.510, "lumo_ev": 4.13, "symbols": ["In", "O", "C", "C", "C", "C", "C", "C", "C", "O", "N", "N", "C", "C", "C", "C", "C", "C", "C", "O", "H", "H", "H", "H", "H", "H", "H", "H", "H", "H", "C", "C", "C", "C", "C", "N", "N", "B", "N", "N", "C", "C", "C", "C", "C", "N", "N", "C", "C", "C", "C", "C", "H", "H", "H", "H", "H", "H", "H", "H", "H", "H", "H", "H", "H", "H", "H", "H", "H", "H", "H", "H", "H", "H", "C", "C", "C", "C", "C", "C", "C", "S", "O", "O", "N", "C", "C", "O", "O", "H", "H", "H", "H", "H", "H", "H", "H", "H"], "positions_angstrom": [[1.19, 0.27, 0.30], [0.12, -2.25, -3.54], [1.10, -3.17, -3.49], [1.04, -4.25, -4.38], [2.00, -5.24, -4.36], [3.05, -5.18, -3.45], [3.12, -4.11, -2.57], [2.17, -3.10, -2.58], [2.27, -1.92, -1.66], [1.25, -1.13, -1.60], [3.40, -1.75, -1.04], [3.35, -0.53, -0.34], [4.49, -0.16, 0.08], [4.81, 1.12, 0.69], [6.14, 1.35, 1.05], [6.57, 2.55, 1.57], [5.62, 3.57, 1.73], [4.30, 3.38, 1.37], [3.84, 2.15, 0.83], [2.61, 2.03, 0.49], [0.27, -1.65, -2.77], [0.21, -4.28, -5.08], [1.93, -6.07, -5.06], [3.81, -5.96, -3.42], [3.93, -4.02, -1.86], [5.32, -0.84, -0.09], [6.85, 0.54, 0.90], [7.61, 2.70, 1.84], [5.93, 4.53, 2.14], [3.56, 4.17, 1.50], [1.12, 2.37, 3.22], [0.12, 2.76, 2.18], [-0.86, 3.75, 2.27], [-1.63, 3.63, 1.13], [-2.84, 4.40, 0.72], [-1.10, 2.65, 0.38], [-0.02, 2.11, 1.02], [-1.55, 2.18, -1.03], [-2.01, 0.73, -1.17], [-1.23, -0.25, -0.61], [-1.80, -1.51, -1.14], [-1.04, -2.81, -1.18], [-3.06, -1.25, -1.46], [-3.37, 0.18, -0.97], [-4.45, 0.95, -1.69], [-0.29, 2.39, -1.94], [0.83, 1.63, -1.77], [1.71, 2.04, -2.68], [3.09, 1.46, -2.79], [1.15, 3.08, -3.45], [-0.12, 3.26, -2.95], [-1.16, 4.25, -3.36], [1.37, 3.23, 3.84], [0.69, 1.60, 3.87], [2.03, 1.96, 2.79], [-1.03, 4.44, 3.09], [-3.09, 5.12, 1.51], [-2.68, 4.96, -0.21], [-3.69, 3.74, 0.57], [-2.44, 2.89, -1.41], [0.02, -2.65, -1.09], [-1.32, -3.46, -0.35], [-1.26, -3.33, -2.11], [-3.81, -1.94, -1.85], [-5.38, 0.39, -1.62], [-4.59, 1.93, -1.23], [-4.17, 1.08, -2.74], [3.06, 0.37, -2.83], [3.56, 1.83, -3.70], [3.70, 1.74, -1.93], [1.62, 3.61, -4.26], [-0.80, 4.82, -4.22], [-2.10, 3.76, -3.64], [-1.39, 4.96, -2.56], [-5.46, -4.31, 4.34], [-4.53, -3.41, 3.56], [-3.93, -2.31, 4.15], [-3.11, -1.45, 3.41], [-2.86, -1.70, 2.07], [-3.45, -2.80, 1.47], [-4.27, -3.64, 2.21], [-1.80, -0.41, 1.29], [-1.95, 0.71, 2.21], [-3.61, 0.11, 0.39], [-0.32, -1.07, 1.46], [0.10, -1.36, 2.84], [1.60, -1.18, 3.02], [2.12, -1.68, 4.03], [2.21, -0.48, 2.13], [-5.28, -4.23, 5.41], [-5.33, -5.36, 4.05], [-6.50, -4.05, 4.16], [-4.10, -2.10, 5.20], [-2.67, -0.58, 3.88], [-3.31, -3.00, 0.42], [-4.73, -4.50, 1.72], [-0.14, -2.37, 3.16], [-0.35, -0.67, 3.57]], "mulliken_charge": [2.39, -0.74, 0.41, -0.74, -0.27, -0.78, -0.46, 0.10, 0.51, -0.07, -1.25, 0.87, -0.93, 1.00, -0.64, -0.82, -0.46, -0.76, 0.11, -0.20, -0.07, 0.42, 0.36, 0.38, 0.44, 0.15, 0.34, 0.36, 0.37, 0.41, -1.29, 0.75, -1.95, 1.35, -1.47, 0.32, 0.84, -1.58, -0.38, 1.28, 0.33, -1.49, -1.60, 1.94, -2.07, 0.10, 1.39, 0.43, -0.84, -1.87, 1.00, -1.38, 0.47, 0.09, 0.07, 0.40, 0.41, 0.16, 0.21, -0.19, -0.01, 0.42, 0.46, 0.30, 0.50, 0.33, 0.31, -0.06, 0.46, -0.06, 0.42, 0.38, 0.22, 0.17, -1.50, 1.22, -1.03, -0.58, 0.41, -0.30, -1.25, 2.04, -0.74, -0.93, -0.22, 0.02, -0.07, -0.84, -0.49, 0.37, 0.36, 0.26, 0.28, 0.35, 0.16, 0.35, 0.29, 0.19]}



[3]
{"formula": "C38H41BeBrN4O3Te", "method": "ωB97M-V/def2-TZVPD", "s2": 0.759, "fmax_ha_per_bohr": 0.020, "total_charge": 1, "e_homo_ev": [-8.79, -10.62], "multiplicity": 2, "gap_ev": [6.062, 7.275], "lumo_ev": [-2.73, -3.35], "symbols": ["Be", "O", "C", "C", "C", "N", "C", "Br", "C", "H", "H", "H", "H", "C", "C", "N", "C", "C", "C", "O", "C", "C", "C", "C", "N", "C", "H", "H", "H", "H", "H", "H", "H", "H", "H", "H", "H", "H", "H", "H", "C", "C", "C", "C", "C", "C", "Te", "N", "C", "O", "C", "C", "C", "C", "C", "C", "C", "C", "C", "C", "C", "C", "C", "C", "C", "C", "H", "H", "H", "H", "H", "H", "H", "H", "H", "H", "H", "H", "H", "H", "H", "H", "H", "H", "H", "H", "H", "H", "H"], "positions_angstrom": [[0.34, -0.61, 0.67], [3.87, -5.07, 0.57], [3.11, -3.98, 0.75], [3.47, -2.96, 1.68], [2.63, -1.89, 1.84], [1.52, -1.73, 1.14], [1.25, -2.64, 0.12], [-0.73, -2.61, -0.10], [1.95, -3.86, 0.03], [4.63, -5.06, 1.16], [4.37, -3.06, 2.27], [2.84, -1.13, 2.58], [1.64, -4.63, -0.67], [0.52, 2.13, 7.46], [1.27, 1.94, 6.14], [1.19, 3.10, 5.26], [1.90, 4.31, 5.65], [0.97, 5.42, 6.14], [0.60, 3.10, 4.04], [0.63, 4.04, 3.27], [-0.18, 1.87, 3.63], [-1.42, 1.56, 4.17], [-2.15, 0.51, 3.62], [-1.63, -0.18, 2.55], [-0.44, 0.13, 2.01], [0.26, 1.14, 2.54], [0.57, 1.22, 8.05], [-0.52, 2.38, 7.27], [0.97, 2.93, 8.05], [0.89, 1.07, 5.62], [2.33, 1.76, 6.35], [2.45, 4.67, 4.78], [2.61, 4.04, 6.43], [0.27, 5.69, 5.35], [1.55, 6.30, 6.41], [0.40, 5.10, 7.02], [-1.82, 2.13, 5.00], [-3.11, 0.23, 4.02], [-2.16, -1.01, 2.09], [1.20, 1.38, 2.05], [4.71, -5.60, -5.58], [4.08, -4.56, -4.69], [4.86, -3.76, -3.87], [4.30, -2.78, -3.06], [5.27, -1.95, -2.24], [2.90, -2.58, -3.06], [2.36, -1.04, -1.65], [0.67, 0.17, -0.68], [0.01, 0.09, -1.80], [0.53, -0.69, -2.71], [-1.23, 0.81, -2.12], [-1.84, 1.62, -1.17], [-2.97, 2.34, -1.50], [-3.48, 2.28, -2.79], [-2.88, 1.47, -3.74], [-1.75, 0.73, -3.41], [2.99, 0.57, -2.92], [2.85, 0.46, -4.29], [3.31, 1.47, -5.12], [3.91, 2.59, -4.56], [4.05, 2.70, -3.18], [3.60, 1.69, -2.34], [3.82, 1.80, -0.85], [2.10, -3.41, -3.86], [0.59, -3.36, -3.90], [2.71, -4.37, -4.67], [5.74, -5.79, -5.28], [4.72, -5.25, -6.62], [4.15, -6.53, -5.55], [5.93, -3.90, -3.87], [6.29, -2.26, -2.46], [5.12, -2.06, -1.17], [5.19, -0.89, -2.50], [-1.41, 1.68, -0.17], [-3.44, 2.98, -0.76], [-4.35, 2.86, -3.05], [-3.28, 1.42, -4.74], [-1.27, 0.10, -4.14], [2.37, -0.42, -4.71], [3.21, 1.39, -6.19], [4.28, 3.38, -5.20], [4.51, 3.59, -2.76], [4.06, 2.82, -0.55], [4.64, 1.16, -0.53], [2.92, 1.50, -0.31], [0.18, -2.74, -3.12], [0.18, -4.36, -3.81], [0.25, -2.96, -4.86], [2.07, -5.00, -5.29]], "mulliken_spin": [-0.01, 0.01, 0.00, 0.14, -0.01, 0.12, 0.26, 0.10, 0.13, 0.00, 0.01, 0.00, 0.00, 0.00, 0.00, 0.00, 0.00, 0.00, 0.00, 0.00, 0.00, 0.00, 0.00, 0.00, -0.02, 0.02, 0.00, 0.00, 0.00, 0.00, 0.00, 0.00, 0.00, 0.00, 0.00, 0.00, 0.00, 0.00, 0.00, 0.00, 0.00, 0.00, 0.00, 0.04, 0.04, 0.00, 0.08, 0.03, -0.03, 0.05, 0.00, 0.00, 0.00, 0.00, 0.00, 0.00, 0.09, -0.01, 0.00, 0.00, 0.00, -0.03, 0.02, -0.06, 0.00, 0.00, 0.00, 0.00, 0.00, 0.00, 0.00, 0.00, 0.00, 0.00, 0.00, 0.00, 0.00, 0.00, 0.00, 0.00, 0.00, 0.00, 0.00, 0.00, 0.00, 0.00, 0.00, 0.00, 0.00]}



[4]
{"formula": "C38H41CaN8O10S2", "method": "ωB97M-V/def2-TZVPD", "fmax_ha_per_bohr": 0.064, "total_charge": 1, "e_homo_ev": -10.09, "relative_energy_kcal_mol": 28.6, "gap_ev": 7.713, "lumo_ev": -2.38, "symbols": ["Ca", "O", "C", "O", "C", "C", "C", "C", "C", "N", "C", "O", "O", "H", "H", "H", "H", "H", "S", "C", "N", "C", "C", "N", "C", "C", "C", "C", "C", "C", "C", "C", "S", "C", "C", "C", "C", "C", "C", "C", "H", "H", "H", "H", "H", "H", "H", "H", "H", "H", "H", "H", "H", "H", "H", "H", "H", "H", "N", "C", "C", "C", "C", "N", "C", "N", "N", "C", "O", "O", "H", "H", "H", "H", "H", "H", "H", "H", "H", "H", "H", "H", "H", "H", "O", "C", "O", "C", "C", "C", "C", "C", "C", "N", "O", "O", "H", "H", "H", "H"], "positions_angstrom": [[0.05, -1.26, -0.33], [-1.13, -5.12, -2.00], [-1.24, -3.82, -1.77], [-1.80, -3.35, -0.80], [-0.66, -2.98, -2.86], [-0.38, -3.49, -4.12], [0.08, -2.61, -5.09], [0.27, -1.27, -4.76], [-0.02, -0.86, -3.46], [-0.49, -1.70, -2.55], [0.03, 0.57, -3.00], [0.89, 1.39, -3.60], [-0.74, 0.96, -2.16], [-1.49, -5.62, -1.26], [-0.54, -4.53, -4.34], [0.27, -2.95, -6.10], [0.59, -0.57, -5.52], [1.55, 0.93, -4.12], [-2.97, -0.56, 0.23], [-3.09, 1.09, 0.43], [-4.18, 1.78, 0.09], [-4.30, 3.20, 0.42], [-3.66, 3.43, 1.77], [-2.28, 2.97, 1.73], [-1.27, 3.73, 2.45], [-0.47, 4.69, 1.58], [-0.78, 4.93, 0.25], [-0.02, 5.81, -0.50], [1.05, 6.47, 0.07], [1.36, 6.24, 1.40], [0.60, 5.36, 2.15], [-1.96, 1.85, 1.05], [-0.39, 1.35, 0.89], [-5.32, 1.19, -0.62], [-5.73, 2.04, -1.79], [-6.95, 2.71, -1.79], [-7.32, 3.50, -2.88], [-6.46, 3.62, -3.97], [-5.24, 2.96, -3.96], [-4.87, 2.18, -2.88], [-5.35, 3.46, 0.46], [-3.82, 3.82, -0.34], [-4.21, 2.90, 2.55], [-3.66, 4.50, 2.00], [-0.58, 3.02, 2.90], [-1.78, 4.28, 3.24], [-1.60, 4.40, -0.22], [-0.27, 5.98, -1.54], [1.64, 7.16, -0.52], [2.20, 6.75, 1.86], [0.86, 5.17, 3.19], [-6.15, 1.05, 0.08], [-5.00, 0.20, -0.95], [-7.62, 2.62, -0.95], [-8.27, 4.01, -2.87], [-6.76, 4.21, -4.82], [-4.57, 3.06, -4.80], [-3.92, 1.66, -2.87], [-0.43, -2.23, 1.78], [-0.12, -3.66, 1.74], [0.37, -4.25, 3.09], [1.39, -3.44, 3.92], [2.78, -3.11, 3.33], [3.46, -4.23, 2.68], [3.76, -5.38, 3.26], [3.88, -6.46, 2.50], [3.99, -5.45, 4.58], [0.80, -4.00, 0.53], [1.34, -5.13, 0.54], [0.91, -3.16, -0.39], [0.28, -1.72, 2.29], [-1.32, -2.06, 2.21], [-1.05, -4.18, 1.49], [0.74, -5.26, 2.91], [-0.51, -4.34, 3.73], [1.55, -3.99, 4.85], [0.93, -2.49, 4.20], [3.43, -2.73, 4.13], [2.69, -2.32, 2.58], [3.23, -4.34, 1.70], [3.39, -6.44, 1.61], [4.11, -7.36, 2.90], [4.05, -4.60, 5.12], [4.33, -6.29, 4.99], [1.89, -0.79, 0.94], [2.45, -0.44, -0.13], [1.87, -0.44, -1.25], [3.90, -0.02, -0.09], [4.61, -0.05, 1.11], [5.94, 0.33, 1.15], [6.57, 0.76, 0.00], [5.86, 0.80, -1.19], [4.53, 0.41, -1.24], [6.52, 1.24, -2.42], [7.68, 1.60, -2.34], [5.87, 1.24, -3.44], [4.09, -0.38, 2.00], [6.49, 0.29, 2.08], [7.61, 1.07, 0.01], [3.99, 0.45, -2.18]], "mulliken_charge": [1.08, -0.48, -0.17, -0.44, 0.83, -0.68, -0.66, -0.88, 0.75, 0.01, 0.18, -0.50, -0.36, 0.41, 0.57, 0.47, 0.51, 0.35, -0.47, 0.22, 0.19, -0.57, -0.89, 0.31, -2.13, 1.26, 0.30, -0.85, -0.43, -0.64, -0.68, 0.20, -0.13, -1.05, 0.32, -0.30, -0.69, -0.39, -0.68, -0.27, 0.54, 0.22, 0.31, 0.53, 0.52, 0.64, 0.10, 0.41, 0.40, 0.39, 0.42, 0.36, 0.48, 0.41, 0.38, 0.38, 0.41, 0.57, -0.47, 0.31, -0.91, -0.80, -0.10, -0.04, 0.79, -0.41, -0.34, 0.13, -0.82, -0.83, 0.15, 0.29, 0.45, 0.24, 0.47, 0.39, 0.56, 0.49, -0.51, 0.14, 0.22, 0.22, 0.20, 0.21, -0.63, 1.05, -0.69, 0.49, -0.43, -0.75, -0.51, -0.22, -0.24, 1.06, -0.62, -0.61, 0.38, 0.42, 0.50, 0.63]}